Computed, not measured: a structure of composition C56H58Cl5N6O2SSn, with ωB97M-V with the def2-TZVPD basis set.

The geometry in XYZ format:
```
129
Properties=species:S:1:pos:R:3:mulliken_charge:R:1
Sn 0.017 0.668 -0.349 0.090
C -0.056 -2.956 -5.710 -1.474
C -0.608 -1.656 -5.121 2.189
C -0.832 -0.603 -6.214 -1.700
C -1.893 -1.901 -4.361 0.483
C -3.036 -2.216 -5.092 -0.636
C -4.257 -2.411 -4.478 -1.436
C -4.354 -2.250 -3.108 -0.692
C -3.244 -1.935 -2.336 0.562
C -3.397 -1.781 -0.839 2.904
C -3.463 -3.146 -0.158 -1.416
C -4.598 -0.924 -0.445 -1.584
C -1.989 -1.800 -2.963 -0.707
N -0.842 -1.561 -2.146 1.105
C -0.174 -2.581 -1.775 -1.199
C 1.049 -2.688 -0.962 0.819
C 1.282 -4.029 -0.572 -0.601
C 2.429 -4.462 0.039 -1.246
C 3.446 -3.524 0.241 -0.997
C 3.270 -2.222 -0.137 -0.728
C 2.062 -1.710 -0.693 1.121
N 1.969 -0.362 -0.979 0.858
C 3.191 0.249 -1.407 -1.590
C 3.648 -0.036 -2.714 0.897
C 4.824 0.532 -3.185 -0.302
C 5.562 1.406 -2.407 -1.346
C 5.116 1.690 -1.132 -0.504
C 3.961 1.117 -0.601 0.749
C 3.699 1.373 0.880 3.168
C 3.885 2.842 1.273 -2.546
C 4.657 0.533 1.742 -1.881
C 2.883 -0.942 -3.657 2.650
C 3.598 -2.284 -3.854 -1.661
C 2.662 -0.268 -5.013 -1.377
H 0.875 -2.775 -6.252 0.389
H -0.775 -3.398 -6.405 0.356
H 0.147 -3.686 -4.922 0.265
H 0.127 -1.259 -4.422 -0.882
H -1.535 -0.959 -6.971 0.363
H 0.103 -0.359 -6.718 0.415
H -1.237 0.314 -5.782 0.369
H -2.964 -2.311 -6.170 0.274
H -5.130 -2.674 -5.062 0.362
H -5.315 -2.383 -2.624 0.271
H -2.512 -1.268 -0.462 -1.432
H -4.350 -3.703 -0.475 0.353
H -3.499 -3.019 0.925 0.352
H -2.580 -3.745 -0.393 0.244
H -4.511 0.077 -0.866 0.416
H -5.544 -1.362 -0.776 0.383
H -4.629 -0.833 0.642 0.283
H -0.549 -3.565 -2.089 0.326
H 0.498 -4.748 -0.787 0.422
H 2.552 -5.496 0.333 0.405
H 4.378 -3.823 0.707 0.379
H 4.064 -1.517 0.043 0.675
H 5.170 0.293 -4.184 0.318
H 6.477 1.847 -2.784 0.376
H 5.705 2.352 -0.509 0.319
H 2.679 1.068 1.114 -1.320
H 4.945 3.108 1.305 0.541
H 3.484 3.008 2.276 0.496
H 3.387 3.523 0.583 0.358
H 5.693 0.724 1.442 0.236
H 4.450 -0.530 1.659 0.541
H 4.546 0.803 2.795 0.533
H 1.906 -1.134 -3.215 -1.617
H 4.603 -2.123 -4.256 0.371
H 3.045 -2.910 -4.560 0.343
H 3.688 -2.828 -2.912 0.241
H 3.605 -0.120 -5.544 0.452
H 2.180 0.705 -4.898 0.277
H 2.034 -0.896 -5.641 0.320
Cl 0.991 2.850 -2.399 -0.187
C 0.852 3.667 -0.861 0.881
C 0.638 2.906 0.282 -1.896
C 0.624 3.603 1.476 1.659
Cl 0.367 2.734 2.969 -0.146
C 0.828 4.981 1.552 -0.153
Cl 0.866 5.796 3.080 -0.089
C 1.011 5.710 0.382 0.124
Cl 1.234 7.422 0.444 -0.130
C 1.010 5.049 -0.843 -0.435
Cl 1.201 5.947 -2.307 -0.206
O 2.509 -0.816 2.463 -0.471
C 1.334 -0.651 2.696 -1.829
N 0.764 -0.859 3.948 0.130
C -0.678 -0.888 3.863 2.365
C -0.847 -0.290 2.432 -0.931
O -1.923 0.058 1.969 -0.357
N 0.353 -0.196 1.825 1.530
C -1.145 -2.351 3.907 0.579
C -0.587 -3.243 2.989 0.167
C -0.880 -4.594 3.047 -0.721
C -1.743 -5.082 4.020 -0.609
C -2.303 -4.205 4.934 -0.952
C -2.000 -2.848 4.883 -0.431
C -1.375 0.032 4.851 -0.874
C -2.755 0.221 4.773 0.153
C -3.400 1.065 5.663 -1.032
C -2.678 1.736 6.644 -0.476
C -1.304 1.571 6.711 -0.953
C -0.657 0.724 5.817 -0.164
H 1.256 -1.467 4.583 0.404
H 0.091 -2.881 2.221 0.108
H -0.428 -5.269 2.329 0.448
H -1.970 -6.141 4.067 0.408
H -2.972 -4.573 5.702 0.398
H -2.429 -2.181 5.618 0.444
H -3.316 -0.285 3.997 0.584
H -4.473 1.200 5.591 0.423
H -3.185 2.388 7.345 0.415
H -0.728 2.105 7.456 0.426
H 0.419 0.611 5.857 0.424
C -3.127 2.996 1.923 -1.210
N -2.840 4.280 1.317 0.213
C -2.466 5.434 2.123 -0.299
C -2.154 6.501 1.066 -0.435
N -2.001 5.690 -0.130 0.035
C -2.483 4.428 0.024 -0.170
S -2.594 3.287 -1.183 -0.295
H -3.488 3.164 2.937 0.302
H -2.247 2.355 1.956 0.423
H -3.889 2.477 1.345 0.334
H -1.591 5.206 2.743 0.040
H -3.285 5.725 2.781 0.443
H -1.242 7.051 1.298 0.148
H -2.975 7.217 0.960 0.414
H -1.871 6.068 -1.050 0.285
```

Charge: -1
LUMO level (Eh): 0.0807
E_HOMO (eV): -4.69
HOMO-LUMO gap (eV): 6.9
2S+1: 1
Total energy (eV): -151334.239



Computed, not measured: a structure of composition C23H24CuN2, with ωB97M-V with the def2-TZVPD basis set.

The geometry in XYZ format:
```
50
Properties=species:S:1:pos:R:3:nbo_charge:R:1
C 2.472 2.259 -3.075 -0.613
C 1.771 1.682 -4.298 -0.608
H 2.078 3.249 -2.824 0.194
H 3.543 2.350 -3.291 0.199
H 2.378 1.624 -2.199 0.215
H 0.717 1.480 -4.140 0.212
H 1.867 2.384 -5.129 0.195
H 2.242 0.747 -4.604 0.204
C -0.443 1.938 1.757 0.073
C -1.041 2.400 2.930 -0.240
C -2.394 2.125 3.161 -0.160
C -3.080 1.363 2.219 -0.237
H 0.605 2.106 1.548 0.237
H -0.438 2.951 3.640 0.230
H -2.890 2.490 4.061 0.228
H -4.132 1.117 2.351 0.217
N -1.117 1.226 0.838 -0.519
C -2.423 0.903 1.064 0.240
C -3.023 0.014 0.068 0.138
N -2.201 -0.384 -0.942 -0.507
C -2.625 -1.275 -1.855 0.079
C -4.807 -1.365 -0.830 -0.159
C -3.933 -1.779 -1.840 -0.244
H -1.893 -1.561 -2.603 0.234
H -4.233 -2.473 -2.615 0.230
C -4.343 -0.473 0.136 -0.216
H -4.975 -0.121 0.946 0.218
H -5.832 -1.734 -0.793 0.228
Cu -0.267 0.269 -0.736 1.074
C 0.254 -0.356 -2.501 -1.089
H -0.522 0.018 -3.183 0.176
H 0.254 -1.454 -2.495 0.193
H 1.248 0.039 -2.714 0.203
C 1.727 -3.209 3.054 -0.229
C 0.465 -2.906 2.493 -0.234
C 0.348 -1.889 1.546 -0.204
C 1.465 -1.113 1.161 -0.026
C 1.376 -0.008 0.288 -0.340
C 2.413 0.876 0.132 -0.322
C 3.701 0.548 0.651 -0.192
C 3.860 -0.563 1.447 -0.236
C 2.759 -1.403 1.759 -0.086
C 2.841 -2.464 2.694 -0.180
H 1.814 -4.032 3.772 0.211
H -0.418 -3.464 2.799 0.207
H -0.629 -1.658 1.108 0.194
H 2.267 1.822 -0.381 0.202
H 4.548 1.188 0.397 0.205
H 4.829 -0.808 1.888 0.205
H 3.818 -2.674 3.140 0.204
```

LUMO level (spin up / spin down) (Eh): -0.0272 / -0.0286
E_HOMO (spin up / spin down) (eV): -5.98 / -7.10
HOMO-LUMO gap (spin up / spin down) (eV): 5.2 / 6.3
2S+1: 2
Total energy (eV): -71858.167



Computed, not measured: the molecule C2H6N4S, with ωB97M-V with the def2-TZVPD basis set.

The geometry in XYZ format:
```
13
Properties=species:S:1:pos:R:3:nbo_charge:R:1
C -0.211 1.873 -0.417 -0.423
C -0.015 -1.908 0.514 -0.774
N 2.723 0.282 0.040 0.209
N 1.933 1.139 0.348 -0.222
N 3.279 -0.653 -0.278 -0.047
N 0.575 0.809 0.129 -0.371
S 0.510 -0.767 -0.873 0.287
H 0.137 2.289 -1.365 0.183
H -1.203 1.387 -0.520 0.226
H -0.148 2.732 0.339 0.215
H 0.097 -1.280 1.485 0.256
H 0.610 -2.888 0.617 0.234
H -1.138 -2.268 0.345 0.227
```

LUMO level (Eh): 0.0209
E_HOMO (eV): -8.49
HOMO-LUMO gap (eV): 9.1
2S+1: 1
ΔE to the lowest compared entry with this formula, charge and spin (kJ/mol): 464.86
Total energy (eV): -18962.227



Computed, not measured: a structure of composition C16H10ClF5Re, with ωB97M-V with the def2-TZVPD basis set.

The geometry in XYZ format:
```
33
Properties=species:S:1:pos:R:3:nbo_charge:R:1
C -2.136 -1.347 -0.913 -0.255
C -1.505 -1.538 -2.161 -0.267
C -1.272 -0.260 -2.718 -0.311
H -1.224 -2.486 -2.589 0.260
C -1.720 0.714 -1.798 -0.282
C -2.266 0.028 -0.690 -0.215
H -2.609 0.486 0.220 0.259
H -2.363 -2.120 -0.203 0.281
H -0.813 -0.061 -3.671 0.245
H -1.630 1.782 -1.899 0.255
Re 0.129 -0.422 -0.827 0.993
Cl 0.287 -2.372 0.713 -0.513
C 2.478 -0.301 -0.559 -0.263
C 2.103 0.922 -1.156 -0.259
C 1.616 0.644 -2.440 -0.258
H 2.094 1.879 -0.667 0.271
C 1.705 -0.755 -2.650 -0.290
C 2.245 -1.335 -1.494 -0.264
H 2.365 -2.387 -1.307 0.273
H 2.784 -0.435 0.463 0.270
H 1.197 1.363 -3.125 0.243
H 1.369 -1.289 -3.524 0.247
F -2.007 -1.083 1.797 -0.326
C -1.118 -0.147 2.185 0.385
C -0.066 0.338 1.329 -0.389
C 0.828 1.261 1.972 0.357
F 1.918 1.784 1.406 -0.329
C 0.644 1.680 3.297 0.247
F 1.516 2.559 3.854 -0.299
C -0.408 1.204 4.055 0.277
F -0.569 1.615 5.338 -0.291
C -1.279 0.286 3.504 0.246
F -2.294 -0.207 4.259 -0.296
```

LUMO level (spin up / spin down) (Eh): -0.0144 / -0.0567
E_HOMO (spin up / spin down) (eV): -6.47 / -8.67
HOMO-LUMO gap (spin up / spin down) (eV): 6.1 / 7.1
2S+1: 4
Total energy (eV): -44989.698



Computed, not measured: the molecule C3H2O, with ωB97M-V with the def2-TZVPD basis set.

The geometry in XYZ format:
```
6
Properties=species:S:1:pos:R:3:nbo_charge:R:1
C -0.111 0.974 -0.278 -0.239
C -0.221 -0.312 -0.472 -0.396
C 0.137 -1.295 0.293 0.691
O 0.331 -2.345 0.741 -0.431
H 0.383 1.348 0.633 0.182
H -0.502 1.711 -0.955 0.192
```

Structure (SMILES): C=C=C=O
LUMO level (Eh): -0.0142
E_HOMO (eV): -9.23
HOMO-LUMO gap (eV): 8.8
2S+1: 1
ΔE to the lowest compared entry with this formula, charge and spin (kJ/mol): 3.77
Total energy (eV): -5188.152



Which of these has the lowest total energy?
C56H58Cl5N6O2SSn